A cluster of 4 separate species, C19H37N2O13P3 in total at a distorted geometry. Source: OMol25; level of theory: the ωB97M-V functional and the def2-TZVPD basis.

Structure (ORCA input):
```
! RIJCOSX wB97M-V def2-TZVPD def2/J DEFGRID3
* xyz 0 1
O 3.047 0.850 1.676
C 3.201 2.109 0.978
C 1.913 2.483 0.042
C 2.344 2.040 -1.453
C 2.717 3.129 -2.500
N 3.131 2.890 -3.844
C 3.179 1.472 -4.085
C 3.663 1.012 -5.524
C 3.795 -0.484 -5.924
C 3.392 -1.596 -4.885
C 2.895 -1.155 -3.492
C 2.796 0.369 -3.069
N 2.354 0.639 -1.726
H 3.511 0.116 1.222
H 4.180 2.061 0.357
H 3.393 2.916 1.781
H 1.030 1.887 0.451
H 1.789 3.619 0.095
H 2.660 4.228 -2.160
H 3.940 1.786 -6.335
H 4.175 -0.786 -6.964
H 3.465 -2.720 -5.103
H 2.583 -1.964 -2.731
C 0.648 -0.943 8.385
O 1.003 -0.883 7.011
P 0.815 0.622 6.199
O 1.354 1.429 7.375
O -0.820 0.489 6.281
C -1.416 -0.559 5.522
O 0.643 2.060 5.263
C 1.631 2.207 4.247
H 0.472 -1.990 8.642
H 1.470 -0.570 8.998
H -0.263 -0.378 8.590
H -1.735 -1.350 6.203
H -0.713 -0.970 4.790
H -2.284 -0.164 4.992
H 1.565 1.380 3.539
H 2.630 2.233 4.694
H 1.457 3.146 3.717
C -6.627 -6.388 5.854
O -5.237 -6.566 5.614
P -4.177 -5.288 6.061
O -4.908 -5.015 7.371
O -4.770 -4.341 4.856
C -4.502 -4.760 3.521
O -3.013 -4.069 6.433
C -1.752 -4.597 6.827
H -7.170 -7.081 5.208
H -6.858 -6.630 6.893
H -6.948 -5.371 5.622
H -5.418 -5.164 3.085
H -3.719 -5.523 3.491
H -4.174 -3.897 2.939
H -1.328 -5.190 6.014
H -1.867 -5.220 7.720
H -1.078 -3.771 7.057
C 0.444 4.383 -6.232
O -0.152 4.635 -7.498
P -0.608 3.280 -8.454
O -1.158 2.507 -7.260
O 0.970 2.905 -8.717
C 1.726 3.825 -9.497
O -1.079 2.010 -9.521
C -2.227 2.315 -10.308
H 0.991 5.280 -5.932
H -0.332 4.187 -5.490
H 1.145 3.548 -6.277
H 2.402 4.376 -8.839
H 1.077 4.532 -10.023
H 2.310 3.270 -10.232
H -2.026 3.179 -10.944
H -3.084 2.522 -9.660
H -2.461 1.455 -10.938
*
```

Values from the calculation:
LUMO energy in eV: -2.82
Structure (SMILES): OCCc1cnc2ccccc2n1.COP(=O)(OC)OC.COP(=O)(OC)OC.COP(=O)(OC)OC
Electronic energy in a.u.: -2857.3665

Here are the Löwdin charges for atoms 1 to 4, given in e:
1 O -0.130
2 C -0.245
3 C -0.103
4 C -0.194